# 1
ORCA calculation (the ωB97M-V functional and the def2-TZVPD basis) on C5H8O2 in the gas phase.

E_HOMO	-10.20	eV
LUMO level	0.034	hartree
max |F|	0.369	eV/A
ΔE to the lowest compared entry with this formula, charge and spin	52.7	kcal per mole
spin multiplicity	1
Kohn-Sham gap	11.126	eV
calculated total energy	-9407.54480	eV
SMILES string	O[C@H]1C[C@]2(CO2)C1

Atoms and positions in Å:
O (0.06999, -0.92659, -2.20242)
C (0.67839, -0.21482, -1.15488)
C (-0.03761, 1.10600, -0.74387)
C (-0.47272, 0.41329, 0.54729)
C (-0.99895, 0.87585, 1.82742)
O (-1.84078, 0.24837, 0.86819)
C (0.42776, -0.78255, 0.26757)
H (-0.84267, -1.11501, -1.94424)
H (1.72899, -0.11516, -1.43771)
H (-0.86311, 1.39117, -1.40246)
H (0.62500, 1.96767, -0.61377)
H (-0.80309, 0.27099, 2.71300)
H (-1.17977, 1.93492, 2.00916)
H (-0.05471, -1.76504, 0.31259)
H (1.32462, -0.78307, 0.89547)

***

# 2
ORCA calculation (the ωB97M-V functional and the def2-TZVPD basis) on C5H8O2 in the gas phase in a non-equilibrium geometry.

E_HOMO	-7.46	eV
LUMO level	0.033	hartree
max |F|	1.084	eV/A
ΔE to the lowest compared entry with this formula, charge and spin	110.8	kcal per mole
spin multiplicity	1
Kohn-Sham gap	8.367	eV
calculated total energy	-9405.02870	eV

Atoms and positions in Å:
C (-0.40753, 1.85689, -0.12929)
C (-0.53211, -0.45592, -0.33944)
C (-1.08059, -1.39263, 0.67656)
C (0.90231, -0.77871, -0.76484)
C (1.49398, 0.24329, 0.15253)
O (2.56012, 0.64095, 0.47844)
O (0.22511, 0.76301, 0.65955)
H (-0.03294, 1.85620, -1.15880)
H (-1.49199, 1.69992, -0.18715)
H (-0.14338, 2.74511, 0.42379)
H (-0.34257, -1.87370, 1.34068)
H (-1.85232, -0.91679, 1.29478)
H (-1.58159, -2.16705, 0.08260)
H (1.25020, -1.79964, -0.57813)
H (1.14323, -0.50665, -1.80236)

***

# 3
ORCA calculation (the ωB97M-V functional and the def2-TZVPD basis) on a molecular structure, C5H8O2 in a non-equilibrium geometry.

E_HOMO (spin up / spin down)	-6.95 / -6.95	eV
LUMO level (spin up / spin down)	-0.015 / -0.015	hartree
max |F|	2.151	eV/A
ΔE to the lowest compared entry with this formula, charge and spin	146.6	kcal per mole
spin multiplicity	1
Kohn-Sham gap (spin up / spin down)	6.541 / 6.543	eV
calculated total energy	-9403.47354	eV

Atoms and positions in Å:
C (0.96535, -1.56616, -0.59281)
C (0.48704, 2.04424, 0.60864)
C (0.37341, 0.63341, 1.06605)
O (0.25861, -0.31099, -0.54206)
O (0.80053, 0.02682, 1.97479)
H (0.86212, -2.08116, 0.36661)
H (2.01191, -1.34775, -0.79985)
H (0.53223, -2.17528, -1.38270)
H (-0.12528, 2.21966, -0.27056)
H (0.17173, 2.69307, 1.42781)
H (1.53762, 2.23864, 0.37266)
C (-1.27326, -0.41854, -0.40906)
C (-2.07053, -1.02965, -1.18664)
H (-3.14746, -1.07078, -1.21168)
H (-1.38401, 0.14447, 0.57879)

***

# 4
ORCA calculation (the ωB97M-V functional and the def2-TZVPD basis) on a molecular structure, C5H8O2.

E_HOMO	-8.47	eV
LUMO level	0.007	hartree
max |F|	0.472	eV/A
ΔE to the lowest compared entry with this formula, charge and spin	102.2	kcal per mole
spin multiplicity	1
Kohn-Sham gap	8.661	eV
calculated total energy	-9405.40036	eV

Atoms and positions in Å:
O (1.15158, -1.38820, 0.35483)
C (0.82720, -0.90614, -0.92429)
C (-0.07459, 0.29172, -0.76559)
C (0.37707, 1.53033, 0.93635)
C (-0.89769, 0.93130, 1.30138)
O (-1.46506, 1.04456, 2.36956)
C (-1.33450, 0.13491, 0.07780)
H (1.67332, -2.19175, 0.25982)
H (1.72231, -0.64130, -1.50873)
H (0.27228, -1.65970, -1.51245)
H (-0.26307, 0.75299, -1.74619)
H (1.24550, 1.16380, 1.49497)
H (0.51060, 1.32482, -0.30573)
H (-1.49989, -0.91254, 0.34938)
H (-2.24506, 0.52519, -0.38110)

***

Question: Among the records above, which one has the highest ΔE to the lowest compared entry with this formula, charge and spin?
Answer: number 3

***

Repeat the first record exactly.
ORCA calculation (the ωB97M-V functional and the def2-TZVPD basis) on C5H8O2 in the gas phase.

E_HOMO	-10.20	eV
LUMO level	0.034	hartree
max |F|	0.369	eV/A
ΔE to the lowest compared entry with this formula, charge and spin	52.7	kcal per mole
spin multiplicity	1
Kohn-Sham gap	11.126	eV
calculated total energy	-9407.54480	eV
SMILES string	O[C@H]1C[C@]2(CO2)C1

Atoms and positions in Å:
O (0.06999, -0.92659, -2.20242)
C (0.67839, -0.21482, -1.15488)
C (-0.03761, 1.10600, -0.74387)
C (-0.47272, 0.41329, 0.54729)
C (-0.99895, 0.87585, 1.82742)
O (-1.84078, 0.24837, 0.86819)
C (0.42776, -0.78255, 0.26757)
H (-0.84267, -1.11501, -1.94424)
H (1.72899, -0.11516, -1.43771)
H (-0.86311, 1.39117, -1.40246)
H (0.62500, 1.96767, -0.61377)
H (-0.80309, 0.27099, 2.71300)
H (-1.17977, 1.93492, 2.00916)
H (-0.05471, -1.76504, 0.31259)
H (1.32462, -0.78307, 0.89547)